Record 1
131
Properties=species:S:1:pos:R:3:forces:R:3:mulliken_charge:R:1 method="wB97M-V/def2-TZVPD" energy_ev=-96017.4804 total_charge=+1
P -9.69424 -1.94449 -1.72077 0.6 4.5 1.8 0.34
P -9.22131 -3.97107 -4.06966 -0.6 -0.4 -2.7 0.27
O -9.80839 -2.81626 -0.34193 -0.4 -0.9 -1.8 -0.44
O -8.17823 -5.19891 -3.85782 -0.6 0.6 0.8 -0.42
O -3.06382 -1.77516 -2.99347 -0.8 -0.3 0.5 -0.33
O -2.78787 -3.28792 -4.53399 1.4 -0.5 -3.2 -0.44
O -10.64861 -4.50408 -3.47436 1.0 0.4 0.6 -0.47
O -11.14770 -1.76981 -2.43095 0.6 -2.0 1.0 -0.38
N -1.74733 -5.27942 -8.30139 0.1 0.0 0.0 0.06
N -8.49744 -2.75301 -2.90908 -0.5 -2.7 -0.4 0.06
N 6.49953 2.41319 0.21345 0.0 0.1 0.0 0.13
N 11.71082 -3.04179 -1.64103 0.0 -0.1 -0.1 0.05
N -3.22289 1.18442 1.29731 0.0 0.0 0.0 0.12
N -5.97085 2.63063 4.32097 0.0 0.1 0.1 0.11
N 0.07195 -2.07530 -2.58693 0.2 0.0 0.0 0.18
N 6.47491 6.88770 3.36966 0.0 0.0 0.0 0.15
N 5.45935 -1.94283 -0.83079 0.1 0.1 0.0 0.19
N -9.86862 0.65317 3.61618 0.0 0.1 -0.1 0.01
N 7.14161 4.41634 6.16558 0.0 -0.1 0.0 0.07
C 6.64762 3.18877 5.81931 0.0 0.0 -0.1 -0.30
C 0.46890 -1.44194 -1.44080 -0.2 0.0 0.0 -0.28
C 13.04748 -3.16953 -1.90533 0.0 0.1 0.0 -0.53
C 1.83521 -1.49575 -1.38172 0.0 0.0 0.0 -0.41
C -11.64968 1.96795 3.65170 0.0 0.0 -0.1 -0.49
C 6.46780 2.46647 6.96997 0.0 0.0 0.0 -0.62
C 8.17412 7.97470 4.28625 0.0 0.0 0.0 -0.75
C 7.14649 4.42534 0.87159 -0.1 0.1 0.0 -0.39
C 12.04270 -5.15837 -2.19818 -0.1 0.0 0.0 -0.55
C -9.46717 1.83696 4.17794 0.1 0.0 0.0 -0.15
C 6.11456 3.72267 0.30439 -0.1 -0.1 0.0 -0.78
C -6.60753 4.67351 4.89145 0.0 0.0 -0.1 -0.47
C -6.28872 2.58328 5.65473 0.1 -0.1 0.0 -0.68
C 7.74450 6.74502 3.86116 0.0 -0.1 0.0 -0.82
C -1.01097 1.07636 1.34314 0.0 0.0 -0.1 -0.18
C -1.45743 1.76636 2.50160 0.0 0.0 0.0 -0.97
C 7.22361 -1.36364 0.37568 0.0 0.1 0.0 -0.79
C 0.46259 -5.38796 -8.23850 0.0 0.0 0.0 -0.93
C -6.80174 -0.92647 -2.92115 0.8 -0.5 -0.8 -0.60
C 7.76546 2.27248 0.70784 0.0 -0.1 0.0 -0.24
C 2.28090 -2.18544 -2.54194 0.0 0.0 0.0 -0.39
C 6.86484 3.29407 8.05349 0.0 0.0 0.1 -0.52
C -1.35911 -4.62283 -7.16378 -0.2 0.0 0.0 -0.77
C 0.00773 -4.67639 -7.09599 -0.1 0.0 0.0 0.28
C -7.90922 -1.64030 -3.76166 0.1 1.2 1.8 -1.01
C -6.68938 3.83490 6.03502 0.0 0.0 0.0 -0.30
C -4.30176 -1.29185 -2.47123 -0.1 0.6 0.2 -1.09
C 7.66957 -2.05245 -0.78246 0.0 0.0 -0.1 -0.11
C -2.82329 1.81971 2.44480 -0.1 0.0 0.0 -0.28
C 6.55855 -2.39411 -1.50736 -0.1 0.0 0.0 -0.40
C 8.19642 3.50292 1.12726 0.0 0.0 0.0 -0.74
C -0.64197 -5.74422 -8.96329 -0.1 -0.1 0.0 -0.40
C -10.55085 2.67133 4.21621 0.0 0.0 0.0 -0.43
C 7.27277 4.49042 7.52413 0.0 0.0 0.0 -0.46
C 13.28553 -4.47277 -2.25090 0.0 0.0 0.0 -0.35
C 5.85579 -1.30886 0.31596 -0.1 0.1 0.0 -0.75
C 1.17005 -2.52683 -3.26496 -0.1 -0.1 0.0 -0.55
C -6.15906 3.90517 3.85219 0.0 0.0 -0.1 -0.48
C -11.19818 0.72789 3.28858 0.0 -0.1 0.0 -0.50
C -3.73838 -4.20428 -2.61797 0.0 0.7 0.6 -0.81
C 11.09089 -4.24908 -1.82177 -0.1 0.0 0.0 -0.23
C -5.38455 -1.14768 -3.55341 -0.7 0.3 0.3 -0.31
C 7.12482 8.89680 4.03635 -0.1 0.0 0.0 -0.48
C 6.09287 8.19646 3.46822 0.0 0.0 0.0 -0.50
C -2.12089 0.73298 0.61874 0.0 -0.1 0.0 -0.27
C -3.16540 -3.06780 -3.45937 -0.9 -0.2 2.2 0.56
H -4.09130 -0.29149 -2.07480 0.1 -0.3 0.0 0.39
H -11.32141 -3.98648 -3.95078 -0.1 -0.3 0.1 0.38
H -5.65023 1.85413 3.77309 0.0 0.0 0.1 0.19
H 10.03012 -4.35557 -1.66626 0.0 0.0 0.0 0.30
H -12.65618 2.33238 3.52735 0.0 0.0 0.0 0.40
H -0.25355 -1.00982 -0.76813 0.1 0.0 0.0 0.08
H 7.64463 5.38468 7.99540 0.0 0.0 0.0 0.35
H -8.36031 -5.90134 -4.50482 0.2 0.0 0.1 0.36
H 13.71069 -2.32496 -1.82354 0.0 0.0 0.0 0.37
H 5.12220 8.51584 3.12809 0.0 0.0 0.0 0.42
H -4.64082 -1.90782 -1.62235 0.1 0.0 -0.3 0.39
H -7.00604 4.11993 7.02459 0.0 0.0 0.0 0.43
H -6.84950 5.72208 4.83964 0.0 0.0 0.0 0.43
H 9.13415 8.18915 4.72638 0.0 0.0 0.0 0.43
H 3.30046 -2.40508 -2.81567 -0.1 0.0 -0.1 0.47
H -8.44886 1.97906 4.50177 -0.1 0.1 0.0 0.21
H 14.24400 -4.88918 -2.51359 0.0 0.0 0.0 0.38
H 7.15019 5.48360 1.07799 0.1 0.0 -0.1 0.72
H -4.79890 -3.99671 -2.42203 0.1 -0.3 -0.1 0.01
H 6.09275 1.45769 7.02871 0.0 0.0 0.0 0.38
H -0.73809 -6.28677 -9.88866 0.0 0.0 0.0 0.38
H -5.95910 4.15188 2.82270 0.0 0.0 0.0 0.37
H 8.68901 -2.27178 -1.05299 0.0 0.0 0.0 0.21
H 11.86826 -6.19988 -2.41277 0.0 0.0 0.0 0.37
H 5.91286 6.14384 2.99395 0.1 0.0 0.0 0.27
H -0.84418 2.17739 3.28611 0.0 0.0 0.0 0.40
H 4.50700 -2.05812 -1.12910 0.0 0.0 0.0 0.18
H 5.94048 1.66600 -0.16020 0.1 0.0 0.0 0.17
H -5.17660 -0.26443 -4.16774 0.2 -0.4 -0.1 0.25
H 6.85200 3.04045 9.10085 0.0 0.0 0.0 0.38
H 8.24794 1.31092 0.71715 0.0 0.0 0.0 0.33
H -2.08544 -4.17787 -6.50459 0.1 0.0 0.0 0.55
H -11.70409 -0.10558 2.82996 0.0 0.0 0.1 0.40
H -5.44165 -2.00952 -4.23209 0.3 0.0 0.2 0.48
H -2.69576 -5.40118 -8.60456 0.1 0.0 0.0 0.18
H -7.54689 -2.02046 -4.71670 -0.2 -0.1 0.1 0.69
H -3.54365 2.25379 3.11759 0.1 0.1 0.0 0.36
H -6.20281 1.66587 6.21287 0.0 0.0 0.0 0.40
H 2.44683 -1.08471 -0.59383 -0.1 0.0 0.0 0.44
H 1.48429 -5.61131 -8.49781 0.0 0.0 0.0 0.39
H -11.84246 -2.27632 -1.96209 -0.1 0.1 -0.4 0.34
H -3.58841 -5.12547 -3.17845 -0.2 0.2 0.0 0.40
H 5.14423 4.03989 -0.03975 0.0 0.0 0.0 0.38
H -2.22384 0.20834 -0.31719 0.0 0.0 0.0 0.14
H 0.61619 -4.25157 -6.31472 0.0 0.0 0.0 0.27
H 6.46882 2.93568 4.78681 0.0 0.0 0.0 0.39
H 0.00958 0.85919 1.07304 0.0 0.0 0.0 0.49
H -0.87929 -2.18985 -2.88514 0.1 0.2 0.0 0.37
H -8.72877 -0.91916 -3.87465 0.1 -0.3 -0.5 0.33
H 7.37235 5.15186 5.51776 -0.1 0.0 0.2 0.33
H -4.17380 1.06968 1.00033 0.0 0.1 0.0 0.19
H -3.24270 -4.30674 -1.64436 -0.1 0.2 -0.2 0.31
H -6.78068 -1.31483 -1.89245 -0.2 0.2 -0.2 0.38
H 11.25575 -2.19290 -1.35856 0.0 0.0 0.0 0.17
H 7.83625 -0.95490 1.16240 0.0 -0.1 0.0 0.63
H 7.12736 9.95315 4.24836 0.0 0.0 0.0 0.40
H 1.06583 -3.05070 -4.19999 0.0 0.0 0.0 0.22
H -7.00213 0.14609 -2.86700 -0.1 -0.2 0.1 0.44
H -9.28013 -0.14509 3.46901 0.0 0.0 0.1 0.17
H 8.23121 5.78272 3.86543 0.1 0.1 -0.2 0.88
H 9.15639 3.71860 1.56735 0.0 0.0 0.0 0.43
H 5.13296 -0.87700 0.98881 0.0 0.0 0.0 0.48
H -10.55657 3.67589 4.60542 0.0 0.0 0.0 0.41
H -7.78210 -3.21339 -2.33159 0.0 0.2 -0.1 0.39
H 6.45600 -2.91877 -2.44253 0.0 0.0 0.0 0.37
H -8.94193 -2.76235 0.09566 -0.3 0.0 0.2 0.37



Record 2
123
Properties=species:S:1:pos:R:3:forces:R:3:mulliken_charge:R:1 method="wB97M-V/def2-TZVPD" energy_ev=-75742.9464
P 1.40733 -1.86734 4.24590 2.7 0.7 0.1 0.37
O -0.79168 0.49205 4.41228 0.2 -0.4 -0.4 -0.54
O -6.51338 3.30047 1.24892 -1.3 0.2 0.3 -0.32
O 2.89437 -1.65591 4.46286 -1.5 -0.4 -0.3 -0.63
O 4.19638 -0.04318 -3.46028 0.5 -0.2 1.4 -0.56
O -1.96314 1.48165 -0.28574 0.0 -0.5 0.1 -0.55
N -5.64803 -3.78880 0.89211 -0.3 0.0 0.3 -0.56
N -8.99197 -2.36138 -0.65820 0.6 -0.1 -0.5 -0.60
N 4.02277 -3.12696 -3.10911 0.7 -1.1 0.1 -0.19
N 7.54594 3.94391 0.57001 0.4 -0.2 0.0 -0.54
N 3.26947 3.81184 -2.75522 0.1 0.1 0.1 -0.41
C 8.68456 4.04782 0.45591 0.6 -0.1 0.2 0.34
C -7.58172 -3.70320 2.68202 0.5 0.1 -0.1 -0.21
C -8.09346 -2.53350 -1.36390 0.0 0.1 0.4 0.33
C 10.48138 5.20227 -0.78907 0.0 0.1 -0.3 -0.43
C 9.93429 4.79728 -2.15386 0.0 0.0 0.0 -0.94
C 5.46499 -2.80536 -3.09899 0.7 0.8 0.0 -1.38
C -8.25062 -4.45636 -3.64344 0.0 0.0 -0.1 -1.17
C -7.53242 2.37001 1.62327 -0.7 -1.3 -0.5 -0.78
C 2.14987 -1.97832 -1.28941 -0.8 0.1 0.5 0.39
C 6.52634 0.86826 -0.59139 -1.0 -2.9 -2.1 -0.64
C 4.17729 6.26877 -2.46085 0.1 -0.6 0.0 -0.50
C -6.99347 -3.78446 4.09352 0.2 -0.2 0.2 -0.35
C -7.43959 -3.16520 -3.66108 -0.2 -0.2 -0.2 -0.59
C -6.98039 4.27596 0.31565 0.8 1.0 -1.3 -0.34
C 5.18442 -0.22006 -2.47527 0.6 0.2 1.0 0.63
C 3.66268 4.88364 -2.62686 0.0 0.6 -0.1 0.27
C -1.16377 0.07388 3.34198 -1.2 -0.1 -0.8 -0.25
C -7.51586 1.10105 0.65842 -0.1 -0.2 0.6 -0.44
C -6.21579 -5.07290 4.33984 0.0 0.0 0.1 -1.23
C 4.31495 -2.29148 1.22133 0.9 0.2 0.8 0.10
C 5.46253 6.25276 -1.62846 0.1 0.0 0.3 -0.17
C 5.80936 -1.51708 -2.28212 1.0 1.0 1.4 0.92
C -0.24060 -0.53528 2.24811 0.6 -0.4 -1.8 0.16
C 6.84730 -1.60205 -1.23000 -1.5 1.9 -0.9 -0.66
C 10.15609 4.18525 0.30849 -0.5 0.2 -0.1 -0.36
C 2.14368 -3.54446 -1.53942 0.9 0.4 -0.6 -1.21
C 0.91351 -1.39018 2.50259 -0.9 0.4 -1.5 0.41
C -6.92085 -0.19114 1.37911 -0.3 0.5 -0.8 -0.20
C -2.67541 0.16928 2.95021 0.6 -0.2 -1.1 -0.24
C 5.51666 0.93946 -1.65451 1.5 -0.8 1.3 -0.30
C -5.56539 0.09364 2.11939 0.2 -0.2 -0.2 -0.49
C 1.71508 -1.90474 1.36659 -1.3 0.9 -0.2 0.08
C -3.00288 0.46388 1.66429 0.0 -0.1 0.0 0.18
C -6.93876 -2.75744 -2.27236 -0.5 0.1 0.0 -0.19
C -6.66510 3.87783 -1.19460 0.0 -0.5 1.4 -0.84
C 1.35923 -1.52065 -0.01914 -1.3 0.8 0.7 0.68
C 5.35153 -2.09201 2.10791 -1.0 -0.4 -0.9 -0.81
C -6.49346 -3.74966 1.67294 -0.4 0.0 -0.1 0.26
C 0.18953 -0.64982 -0.27739 1.3 -1.0 2.6 -0.97
C 5.25501 5.68410 -0.23006 -0.2 0.2 0.0 -1.10
C -1.85900 0.68598 0.61267 0.3 -0.8 1.5 -0.12
C 3.62065 -3.97381 -1.95089 -1.4 -0.5 0.1 -0.38
C -0.58818 -0.19717 0.85390 0.4 -0.2 0.2 0.27
C -4.45245 0.56343 1.11606 0.3 -0.7 -0.2 0.08
C 2.92253 -2.85502 1.63088 -0.2 0.7 -0.7 -0.83
C 7.17232 -0.44294 -0.42031 -0.5 0.5 -0.5 -0.55
H 4.56221 -2.05533 0.15199 -0.3 -1.4 0.9 0.03
H -8.26767 -4.53392 2.50358 0.1 0.0 -0.1 0.45
H -7.38870 3.08544 -1.50518 0.5 0.8 -0.2 0.20
H 6.18340 5.71776 0.33265 -0.2 0.0 0.0 0.31
H 5.83578 -2.64622 -4.15027 -0.6 -0.1 0.9 0.42
H -6.68027 4.78807 -1.83857 -0.1 -0.9 0.4 0.38
H -8.13795 -2.77288 2.55910 0.0 -0.1 -0.2 0.10
H 10.33081 3.82702 -2.46329 -0.1 0.0 0.0 0.31
H -0.04684 -0.37825 -1.33144 0.0 -0.1 1.1 0.36
H 6.75727 1.74746 0.04335 -0.2 -0.8 -0.6 0.50
H 10.58160 3.20920 0.06555 -0.1 0.0 0.0 0.28
H 0.73594 -1.09239 5.22532 -0.5 -0.5 -0.7 0.07
H -7.80572 -3.71413 4.82113 0.0 0.1 -0.1 0.38
H -6.58100 -3.29299 -4.32480 0.0 0.1 0.1 0.36
H 1.47528 -3.75078 -2.42423 0.7 0.2 0.9 0.35
H 5.19148 -1.60996 3.09838 0.0 -1.6 -0.3 0.24
H 1.03851 -3.23816 4.47974 -0.3 0.6 -0.3 0.10
H -5.24434 -0.87274 2.59477 -0.1 0.8 -0.4 0.38
H -6.40443 5.22146 0.51526 -0.5 -0.9 0.0 0.31
H 8.84376 4.73641 -2.14815 0.0 -0.1 0.0 0.15
H 1.66388 -1.51285 -2.19247 0.5 -0.3 1.0 0.40
H 7.33014 -2.60041 -1.10533 -0.3 1.1 0.2 0.26
H -6.85083 -5.94939 4.18717 0.0 0.0 0.0 0.30
H -5.84068 -5.10013 5.36452 0.0 0.0 0.0 0.36
H 4.33052 -3.88697 -1.08846 -0.6 0.1 -0.8 0.24
H 4.93461 4.64158 -0.26370 0.0 0.1 0.0 0.24
H -3.47910 -0.02286 3.70375 1.1 0.4 -0.5 0.38
H 3.17704 -1.53499 -1.24523 -0.8 -0.7 -0.1 -0.68
H -7.39979 1.98580 2.67422 0.3 0.7 -1.0 0.43
H -7.66162 -5.28371 -3.23928 0.0 0.0 0.0 0.30
H -5.65204 0.83930 2.95510 -0.1 -0.6 -0.8 0.39
H 10.07404 6.18037 -0.51883 0.1 -0.1 0.1 0.30
H -6.87164 1.30828 -0.23246 -0.5 0.0 0.8 0.21
H 2.74835 -3.77152 0.99513 0.4 0.9 0.6 0.15
H -8.56132 -4.72345 -4.65517 0.0 0.0 0.0 0.34
H 3.56488 -5.05824 -2.25934 0.3 0.9 0.4 0.33
H 6.06801 -3.66267 -2.68735 -0.3 0.8 -0.2 0.35
H -8.56496 2.82836 1.61238 1.1 -0.1 -0.1 0.34
H 4.37146 6.69494 -3.44697 -0.1 -0.1 0.0 0.29
H -8.55664 0.90660 0.27045 1.0 0.0 0.4 0.48
H -8.06544 4.53159 0.42329 0.8 -0.4 0.2 0.29
H -8.05486 -2.36525 -4.08199 0.1 0.0 0.0 0.32
H -7.68856 -0.66110 2.05398 0.7 0.6 -0.4 0.02
H 5.02065 1.93672 -1.77713 0.2 -1.2 -0.3 0.28
H -4.50277 -0.14759 0.23562 0.2 0.7 0.7 0.20
H -6.35400 -1.83772 -2.33855 -0.1 0.0 0.2 0.28
H 5.84594 7.27320 -1.54524 -0.1 0.0 -0.1 0.33
H -6.29910 -3.53554 -1.85002 -0.1 0.1 0.1 0.33
H 7.94039 -0.53214 0.38891 -0.8 -0.1 -0.9 0.34
H -5.64646 3.40723 -1.18390 -0.8 0.6 -0.2 0.17
H 10.21383 5.53435 -2.90878 0.0 -0.1 0.0 0.33
H -4.62890 1.58240 0.68199 0.1 -0.8 0.6 0.09
H 10.57829 4.51068 1.26093 -0.1 -0.1 0.0 0.29
H 3.48524 0.43441 -2.99075 0.3 -0.1 -0.7 0.34
H 3.41219 6.87718 -1.97410 0.0 -0.1 0.0 0.30
H -9.15666 -4.35380 -3.04241 0.1 0.0 0.0 0.35
H -6.76786 -0.93232 0.54231 0.1 0.5 1.0 -0.25
H -6.33155 -2.93128 4.26747 -0.1 0.0 -0.1 0.18
H 6.35137 -2.47325 1.77191 -0.6 1.7 0.2 0.24
H -5.35230 -5.15440 3.67616 -0.1 0.0 0.0 0.35
H 11.56605 5.31462 -0.85908 0.0 0.0 0.1 0.30
H 3.00381 -3.22450 2.68007 -0.2 0.6 -0.8 0.65
H 4.50279 6.25857 0.31886 0.0 0.0 -0.1 0.37
H 6.22766 5.66311 -2.14210 -0.1 0.1 -0.1 0.07
H 1.73232 -4.14728 -0.69403 0.4 0.6 -0.6 0.51
H 3.88988 -3.73766 -3.92168 -0.1 0.6 0.2 0.31